(1)
C58H40AsAuN8P | ωB97M-V/def2-TZVPD

The spin multiplicity is 3. The total charge is +1. The orbital gap (spin up / spin down) is 4.60 / 4.49 eV.

Each line ends with the Mulliken spin population.
Positions of all 109 atoms, in Å:
Au  -2.196  0.047  0.275  -0.024
C  -0.931  -0.605  -6.071  -0.001
C  -1.030  0.782  -6.075  0.017
C  -1.422  1.477  -4.940  0.022
C  -1.684  0.741  -3.797  0.025
C  -2.094  1.126  -2.465  0.057
N  -2.486  2.313  -2.134  0.034
C  -2.858  2.632  -0.906  0.187
C  -3.615  3.794  -0.578  0.026
C  -4.310  4.683  -1.387  0.050
C  -5.090  5.639  -0.767  0.035
C  -5.140  5.732  0.626  0.010
C  -4.439  4.861  1.441  0.078
C  -3.687  3.856  0.834  0.020
C  -2.984  2.705  1.319  0.270
N  -2.816  2.390  2.593  -0.022
C  -2.480  1.207  2.999  0.062
N  -2.296  0.082  2.216  0.044
C  -2.194  -1.015  3.031  0.066
N  -2.078  -2.260  2.685  0.002
C  -2.064  -2.669  1.426  0.220
N  -2.024  -1.892  0.302  -0.039
C  -2.072  -2.710  -0.805  0.297
N  -1.918  -2.337  -2.061  -0.043
C  -1.878  -1.099  -2.444  0.119
N  -2.156  0.008  -1.673  0.038
C  -1.577  -0.661  -3.790  0.011
C  -1.208  -1.349  -4.932  0.036
C  -2.154  -4.073  -0.369  0.011
C  -2.189  -5.286  -1.049  0.058
C  -2.164  -6.446  -0.298  0.022
C  -2.122  -6.416  1.098  0.024
C  -2.095  -5.221  1.790  0.048
C  -2.122  -4.046  1.046  0.021
C  -2.310  -0.585  4.405  0.032
C  -2.376  -1.306  5.583  0.032
C  -2.512  -0.591  6.765  0.012
C  -2.580  0.798  6.758  0.004
C  -2.573  1.519  5.572  0.043
C  -2.438  0.813  4.390  0.058
N  -2.544  1.964  0.244  -0.021
H  -0.609  -1.110  -6.967  0.001
H  -0.781  1.326  -6.973  0.001
H  -1.508  2.551  -4.922  0.002
H  -4.246  4.583  -2.458  0.005
H  -5.677  6.322  -1.363  0.003
H  -5.746  6.505  1.076  0.001
H  -4.500  4.933  2.516  0.005
H  -1.128  -2.423  -4.926  0.004
H  -2.221  -5.315  -2.125  0.002
H  -2.163  -7.400  -0.799  0.002
H  -2.098  -7.346  1.647  0.002
H  -2.044  -5.179  2.867  0.007
H  -2.327  -2.382  5.567  0.003
H  -2.571  -1.123  7.701  0.001
H  -2.646  1.321  7.700  0.001
H  -2.674  2.591  5.561  0.000
C  3.277  0.366  0.399  0.000
C  4.062  -0.679  1.189  0.000
As  4.898  -2.144  0.106  0.000
C  5.713  -1.062  -1.310  0.000
C  7.047  -0.708  -1.134  0.000
C  7.691  0.102  -2.052  0.000
C  7.001  0.563  -3.163  0.000
C  5.677  0.205  -3.355  0.000
C  5.036  -0.609  -2.436  0.000
C  3.337  -2.865  -0.798  -0.001
C  3.390  -3.355  -2.101  0.002
C  2.252  -3.860  -2.706  -0.001
C  1.066  -3.941  -1.993  0.019
C  1.032  -3.536  -0.669  0.011
C  2.157  -3.002  -0.078  0.007
P  1.413  0.194  0.521  0.002
C  1.229  0.936  2.190  -0.004
C  1.640  2.220  2.536  -0.003
C  1.532  2.655  3.844  0.003
C  1.060  1.799  4.825  0.000
C  0.688  0.506  4.498  -0.002
C  0.759  0.084  3.183  0.030
C  1.036  1.555  -0.647  0.003
C  1.439  1.364  -1.968  -0.001
C  1.277  2.366  -2.903  0.000
C  0.665  3.555  -2.541  0.003
C  0.192  3.723  -1.251  -0.001
C  0.375  2.728  -0.305  0.029
H  3.532  0.346  -0.665  0.000
H  3.520  1.371  0.765  0.000
H  3.437  -1.141  1.960  0.000
H  4.897  -0.197  1.710  0.000
H  7.582  -1.080  -0.267  0.000
H  8.727  0.370  -1.908  0.000
H  7.497  1.191  -3.887  0.000
H  5.136  0.555  -4.224  0.000
H  4.004  -0.900  -2.603  0.000
H  4.330  -3.330  -2.641  0.000
H  2.292  -4.206  -3.729  0.000
H  0.175  -4.338  -2.453  0.003
H  0.139  -3.650  -0.081  -0.035
H  2.125  -2.696  0.961  0.000
H  2.061  2.881  1.792  0.000
H  1.850  3.656  4.106  0.000
H  0.994  2.137  5.847  0.001
H  0.359  -0.174  5.268  -0.001
H  0.458  -0.920  2.915  -0.019
H  1.892  0.423  -2.254  0.001
H  1.636  2.221  -3.912  0.001
H  0.553  4.347  -3.265  0.000
H  -0.310  4.638  -0.974  -0.003
H  0.017  2.878  0.704  -0.024

(2)
C58H42IKN4O4 | ωB97M-V/def2-TZVPD

The total charge is -2. The orbital gap (spin up / spin down) is 3.79 / 3.50 eV.

Each line ends with the Mulliken charge.
Positions of all 110 atoms, in Å:
K  -0.058  -0.975  -0.002  0.648
C  2.523  -9.468  -1.343  -0.820
O  3.406  -8.385  -1.215  -0.474
C  2.874  -7.126  -1.447  1.062
C  1.559  -6.885  -1.824  -0.387
C  1.119  -5.585  -2.032  -0.917
C  1.965  -4.471  -1.873  0.519
C  3.292  -4.757  -1.477  -0.598
C  3.736  -6.048  -1.274  -0.838
C  1.500  -3.125  -2.108  0.366
C  0.106  -2.801  -2.201  -0.074
C  -0.380  -1.627  -2.861  -0.524
C  -1.669  -1.437  -2.439  -0.140
C  -1.964  -2.498  -1.528  -0.210
N  -0.903  -3.357  -1.444  -0.451
C  -3.085  -2.479  -0.604  0.162
C  -3.294  -1.261  0.169  0.047
C  -4.112  -1.006  1.320  -1.292
C  -3.642  0.163  1.896  -1.402
C  -2.559  0.606  1.080  0.189
C  -1.658  1.706  1.370  -0.006
C  -2.180  2.553  2.496  -0.696
C  -1.547  2.612  3.734  0.209
C  -2.040  3.407  4.754  -1.061
C  -3.185  4.169  4.551  1.099
O  -3.595  4.940  5.614  -0.473
C  -4.776  5.683  5.438  -0.845
C  -3.836  4.121  3.325  -0.725
C  -3.328  3.309  2.314  -0.010
C  -0.490  2.172  0.823  -0.440
N  0.215  1.686  -0.405  1.435
C  1.671  2.048  -0.344  -1.045
C  2.752  1.386  -0.842  -0.279
C  4.029  2.177  -0.865  -0.892
C  4.388  2.880  -2.015  0.442
C  5.561  3.610  -2.073  -0.863
C  6.410  3.647  -0.971  1.007
O  7.552  4.401  -1.110  -0.481
C  8.416  4.453  -0.001  -0.844
C  6.079  2.940  0.176  -0.833
C  4.893  2.209  0.214  0.118
C  2.945  0.072  -1.432  -0.401
C  4.063  -0.420  -2.157  -0.541
C  3.724  -1.715  -2.557  -1.457
C  2.420  -1.971  -2.054  -0.380
N  1.997  -0.882  -1.383  0.258
C  1.735  3.540  -0.052  0.037
C  -0.114  3.641  0.987  -0.018
N  -2.404  -0.245  0.043  -0.325
C  -3.831  -3.696  -0.303  -0.137
C  -5.176  -3.661  0.083  -0.617
C  -5.910  -4.815  0.349  -0.638
C  -5.306  -6.057  0.229  1.191
O  -5.940  -7.263  0.471  -0.472
C  -7.264  -7.191  0.927  -0.842
C  -3.976  -6.127  -0.174  -0.708
C  -3.256  -4.979  -0.437  -0.504
H  3.094  -10.365  -1.106  0.236
H  2.127  -9.554  -2.361  0.307
H  1.678  -9.388  -0.650  0.328
H  0.857  -7.697  -1.961  0.343
H  0.089  -5.411  -2.313  0.323
H  3.975  -3.933  -1.316  0.518
H  4.757  -6.242  -0.965  0.379
H  0.215  -0.982  -3.491  0.416
H  -2.326  -0.608  -2.655  0.407
H  -4.899  -1.621  1.727  0.350
H  -4.007  0.614  2.807  0.348
H  -0.649  2.028  3.890  0.515
H  -1.547  3.454  5.716  0.408
H  -4.957  6.200  6.379  0.244
H  -5.630  5.038  5.212  0.326
H  -4.673  6.423  4.638  0.319
H  -4.730  4.700  3.136  0.355
H  -3.839  3.261  1.359  0.490
H  3.726  2.853  -2.874  0.502
H  5.837  4.161  -2.964  0.403
H  9.247  5.094  -0.288  0.242
H  8.802  3.461  0.257  0.322
H  7.920  4.876  0.878  0.328
H  6.722  2.945  1.045  0.386
H  4.631  1.660  1.110  0.588
H  4.985  0.100  -2.376  0.527
H  4.331  -2.379  -3.157  0.603
H  2.581  4.062  -0.484  0.732
H  -0.869  4.257  1.461  0.671
H  -5.683  -2.707  0.143  0.500
H  -6.950  -4.717  0.633  0.315
H  -7.588  -8.216  1.107  0.242
H  -7.928  -6.734  0.184  0.315
H  -7.342  -6.620  1.859  0.334
H  -3.513  -7.102  -0.268  0.399
H  -2.219  -5.038  -0.742  0.771
I  2.206  2.821  2.995  -0.075
C  1.343  3.957  1.376  0.935
C  1.546  5.427  1.620  -0.886
C  1.153  6.436  0.822  -0.936
C  0.451  6.409  -0.454  -0.590
C  0.037  5.296  -1.089  -0.693
C  -0.667  5.301  -2.361  -1.240
C  -1.069  4.165  -2.966  -0.740
C  -0.835  2.831  -2.416  -1.327
C  -0.194  2.767  -1.256  -0.754
C  0.287  3.961  -0.502  2.821
H  2.053  5.697  2.537  0.370
H  1.396  7.428  1.189  0.331
H  0.251  7.370  -0.920  0.400
H  -0.870  6.262  -2.822  0.381
H  -1.592  4.239  -3.912  0.412
H  -1.171  1.939  -2.927  0.670

(3)
C58H43IN8O3PSZr | ωB97M-V/def2-TZVPD

The total charge is +1. The orbital gap is 6.76 eV.

Each line ends with the Mulliken charge.
Positions of all 116 atoms, in Å:
Zr  -1.784  -1.805  -0.287  -1.567
C  2.305  -4.657  1.239  0.051
C  2.695  -2.544  1.775  -1.225
C  2.234  -1.627  0.634  -1.519
C  1.230  -2.953  -0.917  1.762
C  0.870  -4.416  -0.730  -1.123
C  1.392  -5.199  0.209  -1.703
P  0.387  -2.287  -2.486  1.151
C  1.552  -2.563  -3.859  0.709
C  2.572  -3.508  -3.786  -0.232
C  3.421  -3.705  -4.870  -0.891
C  3.255  -2.962  -6.032  -0.495
C  2.236  -2.019  -6.113  -0.732
C  1.394  -1.816  -5.029  -0.373
C  -0.987  -3.480  -2.783  -1.025
C  -1.090  -4.352  -3.863  -0.355
C  -2.245  -5.105  -4.035  -0.871
C  -3.289  -5.003  -3.122  -0.959
C  -3.179  -4.138  -2.045  -0.301
C  -2.044  -3.343  -1.853  1.848
H  2.831  -5.445  1.772  0.545
H  3.327  -2.096  2.539  0.531
H  2.581  -0.597  0.655  0.639
H  0.183  -4.875  -1.422  0.429
H  1.098  -6.245  0.255  0.414
H  2.694  -4.110  -2.892  0.366
H  4.208  -4.447  -4.809  0.422
H  3.922  -3.113  -6.870  0.396
H  2.101  -1.443  -7.020  0.414
H  0.607  -1.072  -5.084  0.462
H  -0.274  -4.454  -4.568  0.499
H  -2.327  -5.779  -4.880  0.418
H  -4.186  -5.596  -3.254  0.432
H  -4.005  -4.087  -1.342  0.488
C  5.966  10.279  3.602  -0.850
O  4.621  9.834  3.704  -0.459
C  4.287  8.692  3.067  0.956
C  2.945  8.323  3.147  -0.595
C  2.504  7.179  2.524  -0.534
C  3.384  6.365  1.807  0.294
C  4.719  6.736  1.739  -0.745
C  5.182  7.890  2.365  -0.602
C  2.839  5.177  1.131  0.282
N  1.560  4.911  1.030  -0.826
C  1.496  3.728  0.333  0.411
C  2.734  3.278  -0.005  -0.131
N  3.606  4.220  0.506  -0.123
C  2.928  2.138  -0.848  0.911
C  4.178  1.751  -1.354  -0.780
C  4.249  0.733  -2.268  -1.211
C  3.057  0.099  -2.643  0.038
N  1.880  0.400  -2.136  0.073
C  1.784  1.410  -1.251  0.063
C  0.449  1.820  -0.800  0.030
N  -0.660  1.097  -1.145  -0.322
C  -1.830  1.674  -0.949  0.214
C  -2.039  2.903  -0.313  -0.927
C  -0.948  3.555  0.174  -0.718
C  0.323  3.021  -0.086  0.811
H  6.010  11.227  4.127  0.247
H  6.252  10.428  2.560  0.348
H  6.651  9.573  4.073  0.341
H  2.267  8.956  3.706  0.422
H  1.462  6.892  2.585  0.448
H  5.443  6.139  1.193  0.227
H  6.228  8.148  2.294  0.404
H  4.609  4.200  0.465  0.205
H  5.074  2.276  -1.043  0.409
H  5.189  0.425  -2.708  0.499
H  3.075  -0.695  -3.389  0.212
H  -2.691  1.123  -1.295  -0.003
H  -3.044  3.286  -0.190  0.591
H  -1.018  4.486  0.724  0.583
I  -2.403  -4.814  1.544  0.232
C  -0.704  -4.322  2.646  -1.101
C  -0.378  -4.959  3.771  -0.558
C  0.921  -4.669  4.397  -0.870
C  1.868  -4.025  3.717  -0.547
C  1.656  -3.586  2.299  1.771
C  3.246  -3.552  0.722  -0.647
C  2.716  -2.651  -0.441  -0.449
C  0.793  -1.848  0.209  -0.528
C  -0.227  -2.480  1.081  1.542
C  0.191  -3.346  2.008  0.406
H  -1.039  -5.688  4.224  0.511
H  1.108  -5.031  5.401  0.422
H  2.847  -3.859  4.158  0.437
H  4.301  -3.812  0.661  0.325
H  3.437  -2.388  -1.207  0.845
H  0.439  -0.916  -0.274  0.234
N  -8.434  1.608  3.253  -0.485
C  -7.234  1.017  2.971  1.019
C  -6.188  1.764  2.406  -0.693
C  -5.001  1.152  2.070  -0.414
C  -4.843  -0.208  2.317  -0.531
C  -5.866  -0.968  2.887  -0.524
C  -7.047  -0.355  3.217  -0.892
S  -3.431  -1.024  1.803  1.886
O  -2.889  -1.827  2.844  -0.588
O  -2.459  -0.085  1.167  -0.502
N  -3.818  -1.970  0.518  -0.210
C  -4.545  -1.341  -0.522  0.396
N  -3.787  -1.017  -1.571  0.252
C  -4.393  -0.465  -2.623  -0.293
C  -5.749  -0.249  -2.633  -0.867
C  -6.443  -0.609  -1.485  -0.462
N  -5.852  -1.153  -0.422  -0.402
H  -8.503  2.609  3.251  0.212
H  -9.103  1.118  3.820  0.212
H  -6.319  2.827  2.241  0.338
H  -4.187  1.722  1.635  0.476
H  -5.722  -2.028  3.071  0.510
H  -7.846  -0.931  3.670  0.308
H  -3.761  -0.201  -3.462  0.521
H  -6.246  0.182  -3.490  0.440
H  -7.516  -0.460  -1.409  0.467

(4)
C58H43N6O3P2RuSe2 | ωB97M-V/def2-TZVPD

The spin multiplicity is 6. The total charge is -2. The orbital gap (spin up / spin down) is 3.38 / 6.96 eV.

Each line ends with the Mulliken spin population.
Positions of all 115 atoms, in Å:
Ru  0.963  -1.240  -2.092  2.970
O  -2.217  -5.199  0.286  0.012
C  -1.147  -5.498  1.014  0.110
C  -1.361  -6.626  1.749  -0.077
C  -0.492  -6.871  2.855  0.169
C  0.622  -5.976  3.115  -0.112
C  0.899  -4.959  2.227  0.181
C  0.053  -4.611  1.216  -0.072
C  0.377  -3.401  0.516  0.122
O  -0.761  -2.651  -0.108  -0.078
N  1.517  -3.152  0.414  0.122
N  2.021  -2.098  -0.238  -0.057
C  3.079  -1.635  0.105  0.272
C  3.902  -0.528  -0.473  -0.075
C  5.162  -0.498  0.160  0.064
C  6.190  0.397  -0.150  -0.040
C  6.092  1.197  -1.267  0.088
C  4.821  1.248  -1.873  -0.031
C  3.791  0.231  -1.623  0.099
O  2.652  0.156  -2.357  0.168
H  -2.247  -4.417  -0.310  -0.001
H  -2.247  -7.320  1.681  -0.003
H  -0.643  -7.520  3.541  0.037
H  1.474  -6.244  3.809  -0.006
H  1.824  -4.620  2.469  0.021
H  3.443  -1.814  1.218  0.015
H  5.273  -0.976  1.111  0.001
H  7.130  0.700  0.558  -0.001
H  6.512  2.160  -1.450  0.009
H  4.679  1.811  -2.654  0.003
Se  -2.362  5.201  -0.485  0.003
P  -1.224  3.810  0.884  0.008
C  -1.851  3.878  2.592  0.002
C  -2.974  4.721  2.811  -0.002
C  -3.581  4.663  4.059  -0.001
C  -3.216  3.860  5.061  0.000
C  -1.858  3.105  4.848  0.000
C  -1.323  3.176  3.567  0.000
C  0.658  4.372  1.123  -0.014
C  1.090  5.133  2.324  -0.001
C  2.359  5.583  2.327  0.004
C  3.228  5.375  1.423  -0.003
C  3.049  4.538  0.356  0.011
C  1.578  3.880  0.111  -0.010
C  -0.998  2.108  0.317  0.019
C  -0.902  1.330  -0.930  -0.003
N  -0.166  0.279  -0.653  0.072
N  0.172  0.269  0.618  -0.012
N  -0.350  1.326  1.226  0.026
P  -1.041  1.664  -2.663  0.147
Se  -0.953  -0.325  -3.546  0.032
C  -2.805  2.112  -2.684  0.031
C  -3.429  3.224  -3.540  -0.008
C  -4.705  3.543  -3.332  -0.003
C  -5.511  2.980  -2.202  0.003
C  -5.050  2.136  -1.356  -0.003
C  -3.641  1.613  -1.639  0.021
C  0.021  2.721  -3.565  0.066
C  -0.035  4.112  -3.028  0.406
C  0.910  4.987  -3.501  -0.174
C  1.738  4.457  -4.339  0.267
C  1.957  3.186  -4.807  -0.034
C  0.958  2.257  -4.517  0.080
H  -3.260  5.286  2.063  0.000
H  -4.701  5.182  3.974  0.000
H  -3.675  3.281  6.081  0.000
H  -1.244  2.407  5.774  0.000
H  -0.333  2.731  3.322  0.000
H  0.075  5.317  3.011  0.000
H  2.818  6.177  2.956  0.000
H  4.425  5.869  1.365  0.000
H  3.704  4.302  -0.442  0.004
H  1.557  3.155  -0.645  0.029
H  -2.735  3.771  -4.050  0.010
H  -5.136  4.148  -4.140  0.000
H  -6.701  2.967  -2.226  0.000
H  -5.651  1.228  -0.825  0.000
H  -3.523  0.908  -0.910  0.004
H  -0.793  4.159  -2.260  0.097
H  1.283  5.763  -3.194  -0.006
H  2.511  5.582  -4.760  -0.010
H  2.395  3.244  -5.793  0.000
H  0.554  1.256  -5.131  0.002
C  1.049  -2.890  -3.202  -0.081
C  1.852  -4.173  -2.507  0.003
C  3.158  -4.066  -2.094  0.011
C  3.781  -5.170  -1.596  0.019
C  3.042  -6.328  -1.181  -0.005
C  1.685  -6.398  -1.571  0.006
C  1.091  -5.390  -2.211  0.003
C  3.816  -7.410  -0.683  -0.002
N  4.574  -8.220  -0.287  0.000
H  0.195  -3.740  -3.420  0.032
H  1.588  -2.831  -4.215  0.010
H  3.612  -3.165  -2.543  -0.017
H  4.856  -5.057  -1.456  0.001
H  1.007  -7.214  -1.204  -0.001
H  -0.061  -5.507  -2.530  0.001
C  -2.381  -1.022  4.511  -0.001
C  -1.108  -1.375  3.908  -0.007
C  -0.917  -1.802  2.680  0.023
C  -2.060  -1.843  1.799  0.008
C  -1.998  -2.143  0.379  -0.001
C  -3.156  -2.012  -0.480  0.015
C  -4.353  -1.473  0.115  -0.003
C  -4.411  -1.205  1.449  0.003
C  -3.340  -1.394  2.317  -0.003
C  -3.436  -0.988  3.642  0.000
H  -2.429  -0.750  5.520  0.001
H  -0.287  -1.261  4.486  0.003
H  0.053  -2.075  2.204  0.010
H  -3.128  -2.528  -1.425  0.001
H  -5.245  -1.292  -0.514  -0.001
H  -5.273  -0.669  1.915  0.000
H  -4.450  -0.658  3.716  0.000

no.,total energy (Eh)
1,-5384.9332
2,-3652.8789
3,-3983.7908
4,-8369.8873